(A)
The following is a DFT calculation (ωB97M-V with the def2-TZVPD basis set) of a structure of composition C3H4S2.

- molecular weight (g mol⁻¹) = 104.20

Each line ends with the natural charge from an NBO analysis.
Element x y z (Å)
C  0.3625  -0.0115  1.3335  -0.279
C  -0.4392  -0.2496  0.1212  -0.527
C  0.2137  0.6375  -1.0321  -0.564
H  -1.6494  -0.2861  0.1714  0.249
H  -0.4715  -1.2351  -0.3282  0.243
H  -0.2921  1.5952  -1.5483  0.261
H  0.4756  -0.5293  -1.6681  0.239
S  0.4605  -1.0195  2.6125  0.037
S  1.3399  1.0983  0.3382  0.342

(B)
The following is a DFT calculation (ωB97M-V with the def2-TZVPD basis set) of a structure of composition C3H4S2.

- molecular weight (g mol⁻¹) = 104.20

Each line ends with the natural charge from an NBO analysis.
Element x y z (Å)
C  0.6654  0.0840  0.0750  -0.004
C  -0.2109  -1.2129  0.0622  -0.517
C  -0.3091  1.2351  0.0767  -0.547
H  -0.3633  -1.7938  -0.6803  0.216
H  -0.0469  -1.6212  1.0153  0.231
H  -0.1242  1.6060  -1.0702  0.271
H  -0.2590  1.8959  0.8628  0.242
S  2.3724  -0.0824  -0.1586  0.006
S  -1.7244  -0.1107  -0.1829  0.101

(C)
The following is a DFT calculation (ωB97M-V with the def2-TZVPD basis set) of a structure of composition C3H4S2.

- molecular weight (g mol⁻¹) = 104.20

Each line ends with the natural charge from an NBO analysis.
Element x y z (Å)
C  1.1653  -0.3909  0.9675  -0.271
C  0.2350  0.3176  -0.0048  -0.100
C  -1.0688  0.0780  -0.5440  -0.695
S  1.4924  -1.4580  -0.2566  0.098
S  1.2208  1.6810  -0.1807  -0.027
H  1.3695  -0.3986  2.0148  0.247
H  -1.2115  0.5777  -1.4915  0.252
H  -1.9625  0.5887  0.0394  0.251
H  -1.2403  -0.9955  -0.5440  0.246

(D)
The following is a DFT calculation (ωB97M-V with the def2-TZVPD basis set) of the molecule C3H4S2.

- molecular weight (g mol⁻¹) = 104.20

Each line ends with the natural charge from an NBO analysis.
Element x y z (Å)
C  -0.9299  1.3946  0.1358  -0.783
C  1.4374  -0.8420  -0.0604  -0.474
C  1.6659  0.5775  -0.3268  -0.482
S  0.6572  1.8999  -0.0200  0.637
S  3.1941  -0.1613  0.0452  0.213
H  -1.7219  1.9330  -0.4112  0.235
H  -0.9698  0.3590  0.4328  0.208
H  1.1719  -1.0959  1.0911  0.210
H  1.2257  -1.6927  -0.6461  0.236

The structure with the least stability is (D).

(A)
The following is a DFT calculation (ωB97M-V with the def2-TZVPD basis set) of the ion H3NOP with charge -1.

- total charge = -1
- molecular weight (g mol⁻¹) = 64.00
- SMILES string = N=[PH2][O-]

Each line ends with the natural charge from an NBO analysis.
Element x y z (Å)
N  0.1664  -1.5729  0.0951  -1.358
P  0.8737  -0.0801  -0.0189  1.713
O  2.3350  0.0837  -0.0033  -1.184
H  -0.8288  -1.1584  0.1104  0.299
H  0.4553  0.7247  -1.1276  -0.222
H  0.3221  0.9352  1.0029  -0.248

(B)
The following is a DFT calculation (ωB97M-V with the def2-TZVPD basis set) of the ion H3NOP with charge -1.

- total charge = -1
- molecular weight (g mol⁻¹) = 64.00
- SMILES string = N=[PH2][O-]

Each line ends with the natural charge from an NBO analysis.
Element x y z (Å)
N  0.0962  -1.0908  0.2066  -1.448
P  -0.1932  0.3783  -0.0524  1.757
O  -1.5661  0.6644  -0.0269  -1.171
H  0.4221  -1.6828  0.8281  0.339
H  0.8852  1.5647  0.2680  -0.264
H  0.3558  0.1662  -1.2234  -0.213

The structure with the least stability is (B).